A 2-piece molecular cluster, C20H19NO4S2 overall at a distorted geometry, computed with the ωB97M-V functional and the def2-TZVPD basis.

Geometry as ORCA input:
```
! wB97M-V def2-TZVPD RIJCOSX def2/J DEFGRID3
* xyz 0 1
C 0.898 -3.997 1.938
C 1.483 -3.144 0.990
C 1.527 -1.768 1.211
C 0.980 -1.253 2.382
S 1.052 0.542 2.619
C -0.656 1.149 2.655
C -1.005 1.955 3.674
S -1.764 0.591 1.311
C -3.055 -0.532 1.917
C -2.872 -1.902 1.722
C -3.776 -2.813 2.285
C -4.966 -2.348 2.873
C -5.218 -0.962 2.923
C -4.265 -0.053 2.434
O -2.411 1.775 0.797
O -0.979 -0.208 0.398
O 1.610 0.829 3.915
O 1.641 1.088 1.413
C 0.454 -2.084 3.373
C 0.369 -3.458 3.124
H 0.842 -5.075 1.748
H 1.907 -3.521 0.055
H 1.980 -1.082 0.491
H -2.043 2.265 3.734
H -0.356 2.148 4.518
H -2.018 -2.248 1.138
H -3.521 -3.881 2.264
H -5.682 -3.061 3.306
H -6.148 -0.577 3.358
H -4.455 1.022 2.432
H 0.106 -1.633 4.308
H -0.119 -4.104 3.861
C 5.808 6.193 1.412
C 4.509 5.467 1.681
C 4.043 4.441 0.847
C 2.878 3.703 1.205
N 2.178 3.933 2.326
C 2.538 5.002 3.046
C 3.709 5.765 2.790
H 6.016 6.938 2.196
H 6.681 5.515 1.387
H 5.833 6.730 0.447
H 4.548 4.158 -0.080
H 2.507 2.909 0.549
H 1.863 5.291 3.869
H 3.955 6.568 3.484
*
```

Results
Relative energy (zero: lowest compared OMol25 entry of this formula, charge and spin) (kJ/mol): 37.8
E_tot (Eh): -1925.517901

Löwdin population analysis, charges in e, atoms 1 to 2: atom 1 (C): -0.071, atom 2 (C): -0.062



One molecule with the formula C20H19NO5S at a distorted geometry, computed with the ωB97M-V functional and the def2-TZVPD basis.

Geometry as ORCA input:
```
! wB97M-V def2-TZVPD RIJCOSX def2/J DEFGRID3
* xyz 0 1
O 4.353 -6.655 -1.764
O 0.395 -2.129 -0.933
O 2.277 -5.893 -1.220
O -3.863 5.231 -0.217
O -3.122 3.236 -1.884
S 1.663 0.047 2.987
C 3.629 -5.784 -1.324
C 1.209 -2.543 -0.109
C 0.619 1.444 2.815
C -0.129 0.058 1.105
C 4.290 -4.540 -0.979
C 2.085 -3.617 -0.470
C -0.244 1.336 1.754
C 0.882 -0.710 1.598
C 1.526 -4.852 -0.764
C 3.561 -3.460 -0.541
C -2.499 4.369 1.568
C -1.647 3.359 2.056
C -1.642 2.296 -0.113
C -2.969 4.308 0.239
C -2.583 3.229 -0.601
C -1.200 2.305 1.223
N 1.382 -1.931 1.141
C -3.337 6.565 -0.296
C -3.335 1.915 -2.446
C 0.071 -5.176 -0.601
C 4.181 -2.128 -0.231
H 0.695 2.323 3.417
H -0.729 -0.240 0.242
H 5.374 -4.510 -0.994
H -2.815 5.179 2.201
H -1.290 3.389 3.101
H -1.268 1.565 -0.822
H 2.092 -2.313 1.748
H -4.164 7.268 -0.405
H -2.679 6.669 -1.199
H -2.794 6.807 0.644
H -2.368 1.540 -2.804
H -3.744 1.223 -1.716
H -4.001 1.929 -3.287
H -0.403 -5.202 -1.591
H -0.438 -4.427 0.002
H -0.078 -6.178 -0.123
H 5.230 -2.111 -0.451
H 4.087 -1.898 0.836
H 3.740 -1.291 -0.795
*
```

Results
Relative energy (zero: lowest compared OMol25 entry of this formula, charge and spin) (kJ/mol): 246.2
E_tot (Eh): -1602.623308

Löwdin population analysis, charges in e, atoms 1 to 2: atom 1 (O): 0.096, atom 2 (O): 0.095



One molecule with the formula C20H19NO6, computed with the ωB97M-V functional and the def2-TZVPD basis.

Geometry as ORCA input:
```
! wB97M-V def2-TZVPD RIJCOSX def2/J DEFGRID3
* xyz 0 1
O 0.810 2.691 -4.557
C 0.402 1.687 -4.047
O -0.559 1.716 -3.138
H -0.892 0.851 -2.811
C 1.013 0.317 -4.424
C 0.348 -0.802 -3.725
C 0.726 -1.340 -2.555
N -0.195 -2.147 -1.851
C -1.369 -1.565 -1.459
O -1.798 -0.538 -1.936
O -1.969 -2.295 -0.522
C -3.128 -1.712 0.099
C -2.698 -0.806 1.224
C -2.462 -1.328 2.489
C -2.020 -0.508 3.512
C -1.805 0.839 3.276
C -2.026 1.363 2.014
C -2.470 0.545 0.990
H -2.636 0.952 0.004
H -1.854 2.411 1.824
H -1.466 1.480 4.076
H -1.845 -0.920 4.494
H -2.629 -2.380 2.671
H -3.707 -2.561 0.466
H -3.696 -1.159 -0.655
H 0.172 -2.860 -1.236
C 1.971 -0.994 -1.822
O 2.922 -0.415 -2.283
O 1.881 -1.411 -0.551
C 2.882 -0.970 0.371
C 2.327 0.148 1.215
C 2.167 -0.003 2.584
C 1.648 1.031 3.344
C 1.270 2.217 2.737
C 1.412 2.367 1.368
C 1.941 1.338 0.610
H 2.061 1.464 -0.456
H 1.117 3.287 0.887
H 0.868 3.024 3.330
H 1.537 0.908 4.411
H 2.458 -0.928 3.060
H 3.143 -1.837 0.982
H 3.758 -0.636 -0.198
H -0.601 -1.129 -4.133
H 0.921 0.225 -5.507
H 2.071 0.380 -4.169
*
```

Results
Relative energy (zero: lowest compared OMol25 entry of this formula, charge and spin) (kJ/mol): 22.9
E_tot (Eh): -1279.777344

Löwdin population analysis, charges in e, atoms 1 to 2: atom 1 (O): 0.108, atom 2 (C): -0.526



One molecule with the formula C20H20BrNO3 at a distorted geometry, computed with the ωB97M-V functional and the def2-TZVPD basis.

Geometry as ORCA input:
```
! wB97M-V def2-TZVPD RIJCOSX def2/J DEFGRID3
* xyz 0 1
O 1.138 -0.671 2.027
O 1.273 1.937 -0.563
Br 1.539 -3.824 -1.132
O 0.923 -1.027 -0.234
C 1.487 -1.234 0.983
C 0.286 1.400 -0.048
C -2.310 4.018 2.051
C 4.860 -3.933 1.343
C -2.095 4.249 0.706
C -1.780 2.919 2.723
C 4.724 -2.846 2.175
C 3.857 -4.137 0.380
C -1.211 3.350 0.024
C -0.904 2.068 2.044
C 3.601 -2.000 2.062
C 2.749 -3.302 0.243
C -0.606 2.292 0.689
C 2.627 -2.189 1.068
N -2.703 -0.102 -1.782
C -1.874 0.274 -3.965
C -2.695 0.059 -0.319
C -1.406 -0.599 0.238
C -0.316 -0.063 -2.004
C -0.134 -0.051 -0.449
C -1.612 0.556 -2.492
H -2.923 4.740 2.659
H 5.722 -4.585 1.441
H -2.582 5.064 0.170
H -2.034 2.703 3.762
H 5.485 -2.607 2.922
H 3.942 -4.994 -0.303
H -1.046 3.524 -1.051
H -0.441 1.252 2.602
H 3.492 -1.218 2.794
H -2.732 -1.078 -2.036
H -1.157 0.870 -4.611
H -1.711 -0.793 -4.167
H -2.867 0.565 -4.276
H -3.570 -0.454 0.094
H -2.811 1.060 -0.002
H -1.441 -1.661 0.025
H -1.426 -0.399 1.310
H 0.582 0.388 -2.478
H -0.309 -1.144 -2.296
H -1.591 1.621 -2.324
*
```

Results
Relative energy (zero: lowest compared OMol25 entry of this formula, charge and spin) (kJ/mol): 114.0
E_tot (Eh): -3628.601854

Löwdin population analysis, charges in e, atoms 1 to 2: atom 1 (O): 0.098, atom 2 (O): 0.122



C20H20Cl2IrN3O2S3 as an isolated structure at a distorted geometry, computed with the ωB97M-V functional and the def2-TZVPD basis.

Geometry as ORCA input:
```
! wB97M-V def2-TZVPD RIJCOSX def2/J DEFGRID3
* xyz 3 6
Ir 0.354 -0.619 1.086
C -2.843 -1.851 -5.017
C -2.076 -0.985 -4.138
C -1.977 0.414 -4.277
C -1.045 1.111 -3.498
C -0.200 0.433 -2.605
C -0.238 -0.967 -2.526
C -1.340 -1.594 -3.131
S 0.518 1.560 -1.426
O 1.918 1.253 -1.178
O 0.035 2.885 -1.683
N -0.278 0.971 -0.069
C -1.586 1.419 0.231
C -2.529 2.187 -0.505
C -3.589 2.768 0.207
C -3.955 2.332 1.461
C -3.257 1.341 2.172
C -3.610 0.801 3.399
C -2.701 -0.147 3.972
C -1.564 -0.538 3.298
N -1.227 0.003 2.108
C -2.004 0.924 1.542
H -2.209 -2.609 -5.525
H -3.343 -1.210 -5.781
H -3.616 -2.454 -4.509
H -2.543 1.000 -4.979
H -0.900 2.200 -3.560
H 0.498 -1.495 -1.916
H -1.539 -2.612 -2.843
H -2.316 2.563 -1.515
H -4.120 3.568 -0.287
H -4.724 2.871 1.961
H -4.542 1.063 3.940
H -2.853 -0.518 4.973
H -0.873 -1.295 3.675
S 1.356 -2.555 1.301
C 3.017 -2.386 0.807
N 3.962 -1.966 1.598
C 5.268 -1.832 0.942
C 4.961 -1.562 -0.535
S 3.519 -2.611 -0.856
H 3.770 -1.566 2.520
H 5.808 -2.791 1.073
H 5.885 -1.010 1.355
H 5.892 -1.849 -1.129
H 4.685 -0.452 -0.683
Cl 4.630 1.226 2.744
C 3.642 1.290 4.226
Cl 2.464 -0.041 4.210
H 3.098 2.208 4.293
H 4.319 1.124 5.080
*
```

Results
Expectation value of S²: 8.82
Relative energy (zero: lowest compared OMol25 entry of this formula, charge and spin) (kJ/mol): 0.0
E_tot (Eh): -3306.948543

Löwdin population analysis, charges in e, atoms 1 to 2: atom 1 (Ir): 1.092, atom 2 (C): 0.027



C20H20ClMoNO5 as an isolated structure at a distorted geometry, computed with the ωB97M-V functional and the def2-TZVPD basis.

Geometry as ORCA input:
```
! wB97M-V def2-TZVPD RIJCOSX def2/J DEFGRID3
* xyz 0 1
Mo 0.326 -1.182 -0.818
O -2.008 0.894 -0.086
C -3.168 0.506 -0.790
C -3.098 -0.928 -1.259
N -1.856 -1.254 -2.001
C -1.600 -0.290 -3.095
C -0.712 0.854 -2.645
O -0.860 1.988 -2.994
O 0.328 0.438 -1.900
C -1.976 -2.618 -2.547
C -0.601 -3.232 -2.646
O -0.193 -3.870 -3.569
O 0.112 -2.974 -1.529
H -2.060 0.670 0.852
H -3.241 1.184 -1.641
H -4.082 0.632 -0.202
H -3.965 -1.121 -1.906
H -3.149 -1.615 -0.413
H -2.521 0.086 -3.540
H -1.036 -0.811 -3.872
H -2.473 -2.627 -3.517
H -2.552 -3.221 -1.845
Cl 4.015 1.557 4.063
C 3.351 0.638 2.740
C 2.541 -0.392 2.974
C 1.928 -1.140 1.861
C 2.430 -0.787 0.461
C 2.280 -1.904 -0.505
C 3.424 0.284 0.341
C 3.815 0.996 1.401
H 2.334 -0.702 3.991
H 1.778 -2.200 2.034
H 2.335 -2.891 -0.051
H 2.920 -1.855 -1.385
H 3.861 0.462 -0.634
H 4.544 1.789 1.305
C 0.905 -0.449 1.001
C 0.421 0.886 1.462
C 0.652 2.076 0.793
C 0.131 3.269 1.281
C -0.630 3.286 2.439
C -0.865 2.096 3.122
C -0.335 0.910 2.638
H 1.215 2.076 -0.131
H 0.312 4.187 0.737
H -1.035 4.218 2.812
H -1.447 2.095 4.035
H -0.497 -0.016 3.179
*
```

Results
Relative energy (zero: lowest compared OMol25 entry of this formula, charge and spin) (kJ/mol): 78.7
E_tot (Eh): -1733.405044

Löwdin population analysis, charges in e, atoms 1 to 2: atom 1 (Mo): 1.653, atom 2 (O): -0.063



One molecule with the formula C20H20ClN3O4 at a distorted geometry, computed with the ωB97M-V functional and the def2-TZVPD basis.

Geometry as ORCA input:
```
! wB97M-V def2-TZVPD RIJCOSX def2/J DEFGRID3
* xyz 0 1
C -2.795 3.826 1.215
C -1.636 4.758 0.888
H -1.679 5.051 -0.164
H -1.707 5.665 1.491
C -0.277 4.096 1.168
N -0.097 2.927 0.337
C 0.108 1.693 0.838
O 0.155 1.425 2.021
C 0.270 0.667 -0.226
N 0.301 0.979 -1.501
O 0.465 -0.167 -2.194
C 0.539 -1.197 -1.334
C 0.421 -0.732 -0.056
H 0.426 -1.282 0.859
C 0.729 -2.571 -1.881
O 0.074 -3.461 -1.013
C 0.149 -4.799 -1.274
C 0.820 -5.374 -2.337
C 0.835 -6.753 -2.507
C 0.168 -7.549 -1.602
C -0.517 -6.998 -0.525
C -0.534 -5.624 -0.350
O -1.166 -4.975 0.657
C -1.879 -5.736 1.604
H -2.689 -6.304 1.135
H -2.302 -5.013 2.299
H -1.220 -6.420 2.148
H -1.028 -7.653 0.160
Cl 0.173 -9.266 -1.793
H 1.362 -7.191 -3.339
H 1.343 -4.762 -3.054
H 0.312 -2.615 -2.897
H 1.807 -2.797 -1.934
H -0.109 3.028 -0.667
C 0.837 5.095 0.960
C 1.233 5.488 -0.313
C 2.242 6.430 -0.436
N 2.853 6.985 0.596
C 2.476 6.613 1.807
C 1.481 5.678 2.044
H 1.214 5.404 3.053
H 3.001 7.088 2.626
H 2.579 6.760 -1.410
H 0.771 5.075 -1.197
H -0.255 3.731 2.201
H -2.744 2.923 0.611
H -2.765 3.535 2.263
H -3.744 4.319 1.019
*
```

Results
Relative energy (zero: lowest compared OMol25 entry of this formula, charge and spin) (kJ/mol): 313.9
E_tot (Eh): -1699.506469

Löwdin population analysis, charges in e, atoms 1 to 2: atom 1 (C): -0.091, atom 2 (C): -0.191



One molecule with the formula C20H20ClN5O3S at a distorted geometry, computed with the ωB97M-V functional and the def2-TZVPD basis.

Geometry as ORCA input:
```
! wB97M-V def2-TZVPD RIJCOSX def2/J DEFGRID3
* xyz 0 1
O -1.708 -1.391 1.485
O 2.927 -0.903 3.360
O 2.329 0.657 5.271
Cl 3.892 5.428 -3.156
N -0.061 2.798 -1.297
N -2.640 0.146 -3.938
C -1.744 -1.255 0.311
C 1.151 3.261 -1.239
C 1.705 4.246 -2.193
C 3.779 3.610 -1.258
C 3.021 4.470 -2.130
C 3.270 2.743 -0.297
C -0.001 1.784 -0.331
C 1.204 1.577 0.192
C -2.610 -1.134 -4.288
C -2.470 0.568 -2.645
C -2.307 -2.073 -3.226
C -2.170 -0.311 -1.636
C -2.181 -1.665 -1.902
N 1.968 2.546 -0.346
N -1.725 -0.016 -0.344
N -1.845 -2.240 -0.666
C -1.438 1.289 0.238
C 1.441 0.686 1.310
C -0.889 -4.691 -0.529
C -1.535 -4.480 0.806
C -2.070 -3.662 -0.408
C 0.446 -0.993 4.276
C 1.350 1.151 2.781
S 1.895 -0.022 3.963
H 1.002 4.811 -2.885
H 4.811 3.780 -1.191
H 3.792 2.118 0.526
H -2.783 -1.499 -5.281
H -2.479 1.670 -2.477
H -2.304 -3.189 -3.459
H -2.303 1.971 -0.046
H -1.377 1.253 1.343
H 2.627 0.528 1.110
H 1.010 -0.296 1.163
H -1.130 -5.511 -1.208
H 0.082 -4.351 -0.742
H -2.296 -5.252 1.192
H -1.217 -3.858 1.583
H -3.016 -3.972 -0.842
H 0.168 -1.724 3.454
H 0.484 -1.654 5.120
H -0.394 -0.403 4.584
H 0.344 1.471 3.077
H 1.994 1.981 2.817
*
```

Results
Relative energy (zero: lowest compared OMol25 entry of this formula, charge and spin) (kJ/mol): 310.6
E_tot (Eh): -2131.887299

Löwdin population analysis, charges in e, atoms 1 to 2: atom 1 (O): 0.103, atom 2 (O): -0.352



C20H20CoINOSSi as an isolated structure, computed with the ωB97M-V functional and the def2-TZVPD basis.

Geometry as ORCA input:
```
! wB97M-V def2-TZVPD RIJCOSX def2/J DEFGRID3
* xyz 1 1
Co 0.110 0.191 0.173
I 2.609 -0.491 0.356
C 2.442 -0.215 2.419
C 3.534 -0.260 3.230
C 3.340 -0.165 4.625
C 2.081 -0.075 5.141
C 0.941 -0.047 4.298
C -0.371 -0.012 4.825
C -1.450 -0.025 3.992
C -1.276 -0.015 2.589
C -0.019 -0.015 2.036
C 1.118 -0.080 2.892
H 4.531 -0.381 2.829
H 4.201 -0.189 5.279
H 1.932 -0.034 6.212
H -0.502 0.004 5.899
H -2.453 -0.027 4.399
H -2.151 0.009 1.955
C -3.183 2.270 -0.272
Si -2.939 0.560 -0.992
C -2.925 0.629 -2.851
C -4.233 -0.616 -0.354
O -1.445 -0.037 -0.514
H -4.163 2.661 -0.555
H -2.438 2.980 -0.637
H -3.150 2.263 0.820
H -3.863 1.055 -3.215
H -2.821 -0.363 -3.292
H -2.112 1.254 -3.226
H -5.225 -0.301 -0.689
H -4.256 -0.651 0.737
H -4.070 -1.632 -0.715
S 0.208 4.508 0.913
C -0.101 2.856 1.138
N 0.333 2.062 0.194
C 0.950 2.780 -0.833
C 1.459 2.256 -2.022
C 2.018 3.129 -2.929
C 2.070 4.507 -2.674
C 1.548 5.036 -1.514
C 0.980 4.154 -0.596
H -0.605 2.489 2.017
H 1.400 1.197 -2.237
H 2.416 2.747 -3.859
H 2.517 5.166 -3.405
H 1.572 6.100 -1.325
*
```

Results
E_tot (Eh): -3272.088407

Löwdin population analysis, charges in e, atoms 1 to 2: atom 1 (Co): 0.363, atom 2 (I): 1.290



A 4-piece molecular cluster, C20H20F24INO8 overall at a distorted geometry, computed with the ωB97M-V functional and the def2-TZVPD basis.

Geometry as ORCA input:
```
! wB97M-V def2-TZVPD RIJCOSX def2/J DEFGRID3
* xyz 0 1
O 3.109 -0.971 4.410
N 2.048 -0.520 4.529
O 1.535 -0.085 3.236
C 1.647 1.309 3.115
O 1.190 1.896 4.332
C 1.512 3.232 4.428
O 0.798 4.068 3.940
O 2.593 3.597 5.138
C 3.733 2.724 5.155
C 4.682 2.936 3.971
C 5.367 1.593 3.650
I 7.441 1.837 3.173
H 1.096 1.650 2.244
H 2.705 1.532 2.966
H 4.279 2.976 6.059
H 3.454 1.683 5.275
H 5.419 3.708 4.150
H 4.082 3.246 3.117
H 5.279 0.894 4.470
H 4.909 1.167 2.770
C -2.829 0.211 0.071
C -4.143 -0.208 0.758
C -5.341 0.740 0.638
F -5.085 1.938 1.191
F -6.393 0.199 1.300
F -3.892 -0.488 2.050
F -4.529 -1.394 0.175
O -1.827 0.816 0.877
C -1.832 2.171 1.126
C -2.020 2.477 2.613
F -3.178 1.962 3.075
F -2.071 3.810 2.819
F -2.736 2.802 0.357
F -0.612 2.639 0.761
H -2.369 -0.721 -0.253
H -3.007 0.777 -0.839
H -5.627 0.881 -0.406
H -1.196 2.078 3.208
C 4.789 -0.897 -0.767
C 5.687 0.275 -0.327
C 6.299 1.143 -1.429
F 7.109 0.435 -2.236
F 7.043 2.119 -0.859
F 6.650 -0.189 0.494
F 4.893 1.104 0.419
O 5.362 -2.194 -0.816
C 6.039 -2.633 -1.934
C 7.515 -2.911 -1.635
F 8.130 -1.806 -1.173
F 8.138 -3.290 -2.774
F 5.882 -1.784 -2.967
F 5.471 -3.803 -2.300
H 4.033 -0.981 0.014
H 4.239 -0.666 -1.679
H 5.517 1.615 -2.031
H 7.610 -3.702 -0.889
C -6.636 -3.608 -4.817
C -7.968 -2.852 -4.972
C -7.953 -1.552 -5.780
F -7.148 -0.623 -5.226
F -9.204 -1.037 -5.813
F -8.502 -2.638 -3.751
F -8.813 -3.696 -5.629
O -5.901 -3.426 -3.615
C -5.026 -2.376 -3.468
C -5.464 -1.425 -2.353
F -6.690 -0.918 -2.595
F -4.597 -0.377 -2.290
F -4.829 -1.735 -4.638
F -3.833 -2.901 -3.106
H -6.912 -4.661 -4.792
H -6.001 -3.496 -5.696
H -7.630 -1.737 -6.808
H -5.489 -1.941 -1.408
*
```

Results
E_tot (Eh): -4125.139984

Löwdin population analysis, charges in e, atoms 1 to 2: atom 1 (O): 0.112, atom 2 (N): 0.032